No. 1
Density functional theory data (ωB97M-V/def2-TZVPD) for a molecular structure, C2HBr2ClOS.

The multiplicity is 1. As for the total charge: 0. Its lowest unoccupied orbital energy is -1.10 eV. The frontier orbital gap comes out at 0.2855 Eh. Its HOMO energy is -8.865 eV. Its total energy is -167572.7225 eV.

Element x y z (Å)
C (-0.06, -0.64, -0.52)
C (0.91, 2.65, -0.47)
O (-1.33, -1.12, 0.11)
S (-0.56, -2.27, -0.63)
Cl (0.14, -3.44, 0.93)
Br (-0.83, 2.85, -1.05)
Br (1.06, 2.47, 1.35)
H (0.68, -0.51, 0.28)

Atom charges from the Löwdin analysis, given in e for atoms 1 to 4: C -0.4001; C -1.1079; O -0.5049; S 0.6837

No. 2
Density functional theory data (ωB97M-V/def2-TZVPD) for C30H25N2OP in the gas phase.

The multiplicity is 1. As for the total charge: 0. The SMILES is Cn1cc([C@H](c2ccccc2)[C@H](C#N)P(=O)(c2ccccc2)c2ccccc2)c2ccccc21. Its lowest unoccupied orbital energy is 0.39 eV. The frontier orbital gap comes out at 0.2852 Eh. Its HOMO energy is -7.368 eV. Its total energy is -45832.5942 eV.

Element x y z (Å)
C (4.55, -3.71, 1.94)
C (3.42, -3.58, 2.75)
C (2.31, -2.86, 2.30)
C (2.32, -2.27, 1.03)
P (0.83, -1.54, 0.27)
C (-0.44, -2.65, 0.90)
C (-1.30, -2.38, 1.97)
C (-2.11, -3.41, 2.47)
C (-2.06, -4.69, 1.92)
C (-1.20, -4.95, 0.84)
C (-0.39, -3.93, 0.34)
C (0.65, 0.20, 0.92)
C (2.02, 0.73, 0.77)
N (3.13, 1.09, 0.69)
O (0.95, -1.51, -1.22)
C (3.45, -2.40, 0.22)
C (4.56, -3.12, 0.67)
H (5.42, -4.27, 2.29)
H (3.40, -4.06, 3.73)
H (1.43, -2.79, 2.94)
H (-1.35, -1.39, 2.43)
H (-2.77, -3.20, 3.32)
H (-2.66, -5.50, 2.33)
H (-1.15, -5.94, 0.39)
H (0.31, -4.13, -0.48)
H (0.43, 0.02, 1.99)
H (3.46, -1.95, -0.77)
H (5.43, -3.22, 0.02)
C (-2.51, -0.73, -3.68)
N (-1.87, 0.24, -2.81)
C (-1.33, -0.05, -1.60)
C (-0.92, 1.12, -0.96)
C (-0.44, 1.19, 0.45)
C (0.01, 2.62, 0.84)
C (0.98, 3.31, 0.10)
C (1.34, 4.62, 0.48)
C (0.80, 5.19, 1.63)
C (-0.15, 4.48, 2.38)
C (-0.56, 3.21, 1.97)
C (-1.32, 2.22, -1.83)
C (-1.43, 3.61, -1.73)
C (-1.92, 4.35, -2.82)
C (-2.41, 3.72, -3.97)
C (-2.42, 2.32, -4.06)
C (-1.87, 1.62, -3.01)
H (-2.54, -0.30, -4.69)
H (-1.93, -1.66, -3.68)
H (-3.54, -0.96, -3.36)
H (-1.29, -1.08, -1.26)
H (-1.34, 0.98, 1.07)
H (1.45, 2.84, -0.76)
H (2.07, 5.16, -0.14)
H (1.09, 6.19, 1.93)
H (-0.60, 4.91, 3.27)
H (-1.31, 2.64, 2.53)
H (-1.16, 4.10, -0.80)
H (-1.91, 5.44, -2.76)
H (-2.78, 4.31, -4.80)
H (-2.83, 1.76, -4.90)

Atom charges from the Löwdin analysis, given in e for atoms 1 to 4: C -0.0783; C -0.0796; C -0.0723; C -0.2763

No. 3
Density functional theory data (ωB97M-V/def2-TZVPD) for a molecular structure, C30H47N3O3PRb.

The multiplicity is 1. As for the total charge: 0. Its lowest unoccupied orbital energy is -0.29 eV. The frontier orbital gap comes out at 0.1855 Eh. Its HOMO energy is -5.341 eV. Its total energy is -52430.6555 eV.

Element x y z (Å)
Rb (-0.62, 0.68, 0.23)
C (-6.52, 0.38, 0.22)
N (-5.21, -0.21, -0.03)
C (-5.12, -1.67, -0.03)
C (-4.08, 0.52, -0.13)
O (-2.97, 0.04, -0.29)
C (-4.23, 2.05, -0.02)
O (-2.93, 2.56, 0.07)
C (-2.84, 3.95, 0.05)
C (-1.34, 4.29, 0.11)
O (-0.52, 3.39, 0.17)
N (-1.00, 5.60, 0.08)
C (-1.95, 6.69, 0.03)
C (0.40, 5.98, 0.13)
H (-7.27, -0.25, -0.25)
H (-6.60, 1.37, -0.22)
H (-6.74, 0.45, 1.29)
H (-5.72, -2.08, -0.84)
H (-5.49, -2.06, 0.92)
H (-4.09, -1.97, -0.16)
H (-4.82, 2.32, 0.86)
H (-4.75, 2.43, -0.91)
H (-3.36, 4.40, 0.90)
H (-3.28, 4.36, -0.87)
H (-2.98, 6.34, -0.01)
H (-1.77, 7.31, -0.84)
H (-1.85, 7.32, 0.92)
H (1.02, 5.09, 0.13)
H (0.60, 6.56, 1.03)
H (0.65, 6.59, -0.74)
C (3.49, 0.89, 2.56)
C (3.74, 1.38, 1.13)
C (3.63, 2.90, 1.05)
P (2.48, 0.58, 0.01)
C (3.00, 1.20, -1.67)
C (2.07, 0.54, -2.70)
C (4.46, 1.02, -2.07)
C (3.00, -1.16, 0.00)
C (4.33, -1.60, -0.01)
C (4.69, -2.93, -0.02)
C (6.14, -3.37, -0.01)
C (3.65, -3.87, -0.02)
C (2.32, -3.49, 0.02)
C (1.94, -2.12, 0.05)
N (0.67, -1.69, 0.16)
C (-0.40, -2.58, 0.18)
C (-1.05, -2.87, 1.39)
C (-0.50, -2.29, 2.67)
C (-2.18, -3.69, 1.40)
C (-2.69, -4.24, 0.23)
C (-3.90, -5.15, 0.26)
C (-2.05, -3.95, -0.96)
C (-0.92, -3.14, -1.01)
C (-0.23, -2.83, -2.31)
H (4.23, 1.30, 3.25)
H (3.53, -0.20, 2.61)
H (2.50, 1.20, 2.90)
H (4.75, 1.08, 0.83)
H (2.59, 3.22, 1.22)
H (3.94, 3.29, 0.08)
H (4.25, 3.38, 1.82)
H (2.77, 2.27, -1.65)
H (2.16, -0.55, -2.66)
H (2.32, 0.86, -3.72)
H (1.02, 0.80, -2.52)
H (4.70, -0.04, -2.15)
H (5.14, 1.48, -1.36)
H (4.64, 1.47, -3.05)
H (5.12, -0.86, -0.01)
H (6.79, -2.55, -0.33)
H (6.31, -4.21, -0.68)
H (6.46, -3.67, 0.99)
H (3.90, -4.93, -0.04)
H (1.55, -4.25, 0.03)
H (0.57, -2.46, 2.74)
H (-0.99, -2.73, 3.54)
H (-0.65, -1.21, 2.71)
H (-2.67, -3.90, 2.35)
H (-4.50, -4.98, 1.16)
H (-3.61, -6.20, 0.25)
H (-4.54, -4.99, -0.61)
H (-2.43, -4.36, -1.89)
H (-0.79, -3.24, -3.15)
H (0.78, -3.24, -2.33)
H (-0.13, -1.75, -2.44)

Atom charges from the Löwdin analysis, given in e for atoms 1 to 4: Rb 0.9956; C -0.0410; N -0.1338; C -0.0102

No. 4
Density functional theory data (ωB97M-V/def2-TZVPD) for 3 unconnected molecules or ions with the total composition C21H27O8P.

The multiplicity is 1. As for the total charge: 0. The SMILES is CC(=O)OCCCCCCPCOO.O=C1C=CC(=O)C=C1.O=C1C=CC(=O)C=C1. Its lowest unoccupied orbital energy is -1.74 eV. The frontier orbital gap comes out at 0.2326 Eh. Its HOMO energy is -8.066 eV. Its total energy is -47877.0142 eV.

Element x y z (Å)
C (-3.46, 0.59, -0.43)
C (-2.68, 0.78, 0.84)
O (-2.79, 0.03, 1.71)
O (-1.81, 1.81, 0.98)
C (-2.29, 3.08, 0.55)
C (-1.33, 3.78, -0.46)
C (-0.04, 3.01, -0.71)
C (-0.20, 1.76, -1.61)
C (0.35, 0.49, -0.93)
C (1.86, 0.24, -1.20)
P (3.04, 1.10, -0.07)
C (2.36, 1.01, 1.65)
O (3.19, 1.89, 2.40)
O (2.45, 2.43, 3.45)
H (-3.40, -0.42, -0.81)
H (-3.17, 1.33, -1.15)
H (-4.51, 0.77, -0.22)
H (-2.34, 3.72, 1.42)
H (-3.29, 3.05, 0.14)
H (-1.05, 4.72, -0.01)
H (-1.84, 4.03, -1.38)
H (0.40, 2.73, 0.23)
H (0.65, 3.67, -1.21)
H (-1.24, 1.58, -1.86)
H (0.35, 1.88, -2.54)
H (-0.25, -0.36, -1.26)
H (0.22, 0.53, 0.14)
H (2.00, -0.83, -1.15)
H (2.08, 0.62, -2.19)
H (2.95, 2.47, -0.42)
H (2.50, 0.02, 2.07)
H (1.32, 1.30, 1.73)
H (2.20, 1.69, 4.02)
C (7.64, -2.09, 2.07)
C (6.52, -1.89, 1.38)
C (5.22, -1.67, 2.06)
O (4.21, -1.49, 1.42)
C (5.22, -1.67, 3.54)
C (6.34, -1.87, 4.23)
C (7.64, -2.09, 3.55)
O (8.65, -2.27, 4.19)
H (8.60, -2.25, 1.59)
H (6.51, -1.88, 0.29)
H (4.26, -1.51, 4.02)
H (6.35, -1.88, 5.32)
C (-5.53, -2.14, -1.64)
C (-6.80, -2.33, -1.99)
C (-7.15, -2.87, -3.32)
O (-8.31, -3.05, -3.65)
C (-6.04, -3.19, -4.25)
C (-4.77, -2.99, -3.90)
C (-4.41, -2.45, -2.57)
O (-3.26, -2.27, -2.25)
H (-5.24, -1.74, -0.67)
H (-7.62, -2.10, -1.32)
H (-6.32, -3.59, -5.22)
H (-3.94, -3.22, -4.57)

Atom charges from the Löwdin analysis, given in e for atoms 1 to 4: C 0.0181; C -0.5709; O 0.1679; O -0.0160

Look up the frontier orbital gap of the third one. 0.1855 Eh

Number 1 is which compound? C2HBr2ClOS